{"formula": "C42H31IrN7O5PSSe", "method": "ωB97M-V/def2-TZVPD", "max_force_ev_per_a": 0.8, "energy_ev": -153029.386, "multiplicity": 2, "charge": 1, "symbols": ["Ir", "Se", "N", "C", "C", "C", "C", "C", "N", "C", "C", "N", "C", "C", "C", "C", "C", "N", "H", "H", "H", "H", "H", "H", "O", "S", "O", "O", "C", "C", "C", "C", "C", "C", "P", "C", "C", "C", "C", "C", "C", "C", "C", "C", "C", "C", "C", "H", "H", "H", "H", "H", "H", "H", "H", "H", "H", "H", "H", "H", "H", "N", "C", "N", "C", "N", "C", "C", "C", "C", "C", "C", "C", "C", "C", "C", "O", "O", "H", "H", "H", "H", "H", "H", "H", "H", "H", "H", "H"], "positions_angstrom": [[0.2464, -1.2177, -0.2526], [6.6446, -1.4431, 3.8829], [4.9436, -1.1215, 4.2822], [4.2546, -1.2907, 3.1851], [2.8081, -1.1172, 3.1109], [1.9880, -0.8755, 4.2183], [0.6296, -0.8071, 4.0291], [0.0930, -0.9019, 2.7447], [0.8805, -1.0696, 1.6872], [2.2135, -1.2358, 1.8665], [2.9642, -1.6407, 0.6964], [2.2423, -1.7927, -0.4300], [2.8443, -2.2358, -1.5306], [4.2064, -2.5136, -1.5557], [4.9600, -2.3298, -0.4176], [4.3272, -1.8927, 0.7450], [5.0061, -1.6686, 2.0151], [6.2961, -1.7981, 2.1767], [2.4353, -0.7852, 5.1994], [-0.0496, -0.6770, 4.8592], [-0.9764, -0.8831, 2.5586], [2.2230, -2.3778, -2.3997], [4.6506, -2.8753, -2.4715], [6.0228, -2.5317, -0.3998], [-0.6879, -1.8448, -2.1140], [-0.3137, -0.7314, -3.0599], [-1.3140, 0.4346, -2.4847], [1.0187, -0.3118, -2.4897], [-0.8983, 1.7494, -2.5516], [-1.4471, 2.5740, -3.5191], [-1.0963, 3.9130, -3.5467], [-0.2111, 4.4233, -2.6056], [0.3303, 3.5896, -1.6434], [0.0006, 2.2342, -1.6038], [0.8298, 1.2012, -0.3498], [0.4166, 2.0819, 1.1869], [1.2004, 3.0975, 1.7381], [0.7562, 3.7925, 2.8531], [-0.4767, 3.4972, 3.4179], [-1.2781, 2.5161, 2.8530], [-0.8331, 1.8128, 1.7449], [2.6034, 1.4695, -0.6309], [3.5053, 1.3753, 0.4309], [4.8622, 1.5747, 0.2251], [5.3328, 1.8638, -1.0469], [4.4440, 1.9540, -2.1100], [3.0875, 1.7573, -1.9080], [-2.1551, 2.1561, -4.2219], [-1.5190, 4.5618, -4.3018], [0.0531, 5.4717, -2.6188], [1.0142, 3.9983, -0.9095], [2.1488, 3.3678, 1.2953], [1.3719, 4.5771, 3.2725], [-0.8175, 4.0427, 4.2879], [-2.2539, 2.2992, 3.2684], [-1.4721, 1.0673, 1.2906], [3.1518, 1.1551, 1.4309], [5.5476, 1.5111, 1.0608], [6.3901, 2.0273, -1.2094], [4.8069, 2.1820, -3.1032], [2.4041, 1.8380, -2.7405], [-0.0989, -3.1355, 0.2654], [0.3930, -4.1595, -0.0835], [0.9668, -5.2344, -0.3037], [0.8863, -6.0620, -1.3324], [0.8934, -6.8188, -2.2024], [-7.7910, -0.8448, -2.0751], [-6.4573, -0.8975, -1.3815], [-5.7834, -2.0994, -1.2117], [-4.5534, -2.1620, -0.5678], [-3.8320, -3.4727, -0.4009], [-3.9944, -0.9781, -0.0878], [-4.6294, 0.2495, -0.2712], [-4.0096, 1.5315, 0.2190], [-5.8614, 0.2676, -0.9098], [-2.6976, -1.0799, 0.6606], [-2.6345, -1.4901, 1.8041], [-1.6714, -0.7029, -0.0695], [-8.1853, -1.8446, -2.2495], [-7.7076, -0.3432, -3.0411], [-8.5190, -0.2906, -1.4818], [-6.2258, -3.0155, -1.5870], [-4.3807, -4.2814, -0.8801], [-3.7083, -3.7208, 0.6543], [-2.8348, -3.4276, -0.8461], [-4.0497, 1.6007, 1.3098], [-4.5370, 2.3942, -0.1857], [-2.9642, 1.6038, -0.0866], [-6.3698, 1.2166, -1.0452]], "forces_ev_per_angstrom": [[0.5, -0.1, 0.5], [0.0, 0.0, 0.0], [0.0, 0.0, 0.0], [0.0, 0.0, 0.0], [0.0, 0.0, 0.0], [0.0, 0.0, 0.0], [-0.1, 0.0, 0.0], [0.0, 0.1, 0.1], [0.4, 0.2, -0.1], [0.0, -0.2, 0.0], [0.0, 0.0, 0.0], [-0.1, 0.1, -0.3], [0.0, -0.1, 0.0], [0.0, 0.0, 0.0], [0.0, 0.0, 0.0], [0.0, 0.0, 0.0], [0.0, 0.0, 0.0], [0.0, 0.0, 0.0], [0.0, 0.0, 0.0], [0.0, 0.0, 0.0], [0.0, 0.0, 0.0], [0.0, 0.0, 0.0], [0.0, 0.0, 0.0], [0.0, 0.0, 0.0], [0.4, 0.2, 0.1], [0.3, -0.3, 0.1], [-0.2, 0.2, -0.3], [0.0, 0.3, -0.3], [0.0, -0.1, 0.2], [0.0, 0.0, 0.0], [0.0, 0.0, 0.0], [0.0, 0.0, 0.0], [0.0, 0.0, 0.0], [0.1, -0.1, -0.1], [-0.7, 0.0, -0.1], [0.0, 0.0, 0.0], [0.0, -0.1, 0.0], [0.0, 0.0, 0.0], [0.0, 0.0, 0.0], [0.0, 0.0, 0.0], [0.0, 0.0, 0.0], [0.0, -0.1, 0.0], [0.0, 0.0, 0.0], [0.0, 0.0, 0.0], [0.0, 0.0, 0.0], [0.0, 0.0, 0.0], [0.0, 0.0, 0.1], [0.0, 0.0, 0.0], [0.0, 0.0, 0.0], [0.0, 0.0, 0.0], [0.0, 0.0, 0.0], [0.0, 0.0, 0.0], [0.0, 0.0, 0.0], [0.0, 0.0, 0.0], [0.0, 0.0, 0.0], [0.1, 0.0, 0.1], [0.0, 0.1, 0.0], [0.0, 0.0, 0.0], [0.0, 0.0, 0.0], [0.0, 0.0, 0.0], [0.0, 0.0, 0.0], [-0.5, 0.0, -0.2], [-0.1, 0.0, -0.1], [0.4, 0.0, 0.2], [-0.2, 0.0, -0.1], [0.0, 0.0, 0.0], [0.0, 0.0, 0.0], [0.0, 0.0, 0.0], [0.0, 0.0, 0.0], [0.0, 0.0, 0.0], [0.0, 0.0, 0.0], [-0.1, 0.1, 0.0], [0.0, 0.0, 0.0], [0.0, 0.0, 0.0], [0.0, 0.0, 0.0], [0.0, -0.4, 0.0], [0.1, 0.1, 0.0], [-0.2, 0.3, 0.0], [0.0, 0.0, 0.0], [0.0, 0.0, 0.0], [0.0, 0.0, 0.0], [0.0, 0.0, 0.0], [0.0, 0.0, 0.0], [0.0, 0.0, 0.0], [0.0, 0.0, 0.0], [0.0, 0.0, 0.0], [0.0, 0.0, 0.0], [0.0, 0.0, 0.0], [0.0, 0.0, 0.0]]}